Here is C4H6N4S as an isolated structure in a non-equilibrium geometry from the OMol25 dataset. Energies are from ωB97M-V with the def2-TZVPD basis set.

Cartesian coordinates (Å):
C 0.1666 -1.6819 -0.5148
C 0.6300 -2.8487 0.1853
C 0.2760 -0.6900 0.3800
C 0.1034 1.3484 0.2579
N 0.9752 -2.5170 1.4130
N 0.7949 -1.1830 1.5511
N -0.9598 2.8050 -1.3583
N -0.4455 1.5779 -0.9359
S 0.5456 2.2596 1.5254
H -0.0965 -1.7343 -1.4982
H 0.7274 -3.9013 -0.2055
H 0.7848 -0.5575 2.3460
H -0.6718 3.5513 -0.6939
H -1.9735 2.8673 -1.2706
H -0.8566 0.7042 -1.1816

Summary:
ΔE to the lowest compared entry with this formula, charge and spin   348.3 kJ/mol
F_max   4.76 eV/A
E_HOMO   -9.09 eV

Want to see where the charge sits? The Mulliken charges in e are: atom 1 (C): -0.23, atom 2 (C): -0.47, atom 3 (C): -0.02, atom 4 (C): 0.25, atom 5 (N): -0.73, atom 6 (N): 0.27, atom 7 (N): -0.74, atom 8 (N): 0.12, atom 9 (S): -0.34, atom 10 (H): 0.45, atom 11 (H): 0.36, atom 12 (H): 0.25, atom 13 (H): 0.28, atom 14 (H): 0.25, atom 15 (H): 0.30